1.
This record from the OMol25 dataset describes a structure of composition C22H32N5O2SSiTi in a non-equilibrium geometry. The level of theory is ωB97M-V/def2-TZVPD.

CARTESIAN COORDINATES (ANGSTROEM)
Ti -0.23 -0.14 0.06
N -3.67 -1.99 1.86
C -2.76 -1.05 1.41
S -1.25 -0.89 2.28
N -3.14 -0.35 0.38
N -2.15 0.52 -0.04
C -2.53 1.63 -0.58
C -1.61 2.68 -0.96
C -2.12 3.78 -1.66
C -1.35 4.86 -2.04
C -0.01 4.89 -1.68
C 0.54 3.83 -0.98
C -0.22 2.70 -0.60
O 0.39 1.76 0.07
H -3.24 -2.73 2.40
H -4.30 -2.31 1.14
H -3.60 1.79 -0.74
H -3.18 3.76 -1.92
H -1.80 5.68 -2.58
H 0.62 5.73 -1.95
H 1.58 3.83 -0.67
C -1.26 -5.41 -2.12
C -0.01 -4.64 -1.69
C -0.35 -3.34 -1.14
N -0.69 -2.34 -0.68
H -0.98 -6.38 -2.52
H -1.81 -4.86 -2.88
H -1.92 -5.56 -1.27
H 0.67 -4.49 -2.53
H 0.56 -5.19 -0.93
C 3.38 -4.79 1.22
Si 3.98 -3.02 1.50
C 5.68 -2.87 0.71
C 4.14 -2.73 3.35
C 2.80 -1.84 0.78
C 1.87 -1.11 0.43
H 4.08 -5.52 1.64
H 3.28 -4.99 0.15
H 2.41 -4.93 1.69
H 6.39 -3.56 1.16
H 6.07 -1.86 0.83
H 5.63 -3.08 -0.36
H 4.87 -3.40 3.80
H 3.17 -2.89 3.84
H 4.44 -1.70 3.55
O -0.03 0.11 -2.15
C 1.01 0.25 -2.81
C 0.91 0.71 -4.24
C 1.28 2.19 -4.39
C 2.78 2.44 -4.40
C 3.51 2.02 -3.12
C 3.47 0.52 -2.85
N 2.22 0.08 -2.27
H -0.13 0.55 -4.52
H 1.54 0.10 -4.89
H 0.80 2.76 -3.58
H 0.85 2.56 -5.32
H 2.96 3.51 -4.58
H 3.22 1.90 -5.25
H 3.07 2.53 -2.26
H 4.55 2.34 -3.19
H 4.24 0.25 -2.13
H 3.69 -0.04 -3.77
H 2.22 -0.24 -1.29

The expectation value of S² is 2.02. As for the frontier orbital gap (alpha / beta): 4.36 / 6.62 eV. The total charge is -1. Its relative energy (zero: lowest compared OMol25 entry of this formula, charge and spin) is 7.7 kcal per mole. As for the spin multiplicity: 3.

---

2.
This record from the OMol25 dataset describes a cluster of 2 separate species, C7H13Cl2N4O2 in total in a non-equilibrium geometry. The level of theory is ωB97M-V/def2-TZVPD.

CARTESIAN COORDINATES (ANGSTROEM)
N 1.69 -0.86 0.33
C 0.59 -0.04 0.30
N -0.77 -0.70 0.29
C -1.65 0.53 0.23
C -3.24 0.14 0.15
C -4.27 1.30 0.68
C -5.80 0.78 0.23
O -6.62 1.54 -0.54
O -6.19 -0.59 0.70
N -0.92 1.85 0.22
N 0.43 1.46 0.27
H 2.47 -0.85 1.03
H 1.72 -1.64 -0.40
H -3.56 -0.12 -0.97
H -3.48 -0.84 0.79
H -4.32 1.39 1.87
H -4.11 2.36 0.22
H -5.67 -1.24 0.12
H -1.36 2.79 0.16
H 1.27 2.09 0.26
Cl 4.48 -2.88 -0.02
C 5.82 -1.77 -0.40
C 5.32 -0.45 -0.97
Cl 4.62 -0.64 -2.60
H 6.50 -2.28 -1.09
H 6.35 -1.59 0.54
H 6.15 0.25 -1.06
H 4.56 0.01 -0.33

As for the frontier orbital gap: 8.94 eV. The total charge is +1.

---

3.
This record from the OMol25 dataset describes the ion C16H28P with charge +1 in a non-equilibrium geometry. The level of theory is ωB97M-V/def2-TZVPD.

CARTESIAN COORDINATES (ANGSTROEM)
C -0.78 1.82 0.12
C -1.10 1.18 1.48
C -0.75 2.12 2.63
P -0.46 -0.54 1.73
C -1.12 -1.37 0.26
C -2.62 -1.14 0.17
C -0.77 -2.86 0.11
C 1.33 -0.30 1.30
C 2.17 -1.54 1.47
C 2.02 0.90 1.92
H -1.30 2.79 0.02
H 0.29 2.03 -0.03
H -1.13 1.22 -0.72
H -2.18 1.00 1.52
H -1.27 3.08 2.48
H -1.08 1.72 3.59
H 0.33 2.30 2.69
H -0.64 -0.84 -0.57
H -3.00 -1.73 -0.68
H -3.16 -1.45 1.08
H -2.86 -0.08 -0.03
H -1.32 -3.24 -0.76
H 0.30 -3.01 -0.07
H -1.07 -3.47 0.98
H 1.22 -0.09 0.23
H 3.21 -1.23 1.33
H 2.09 -2.01 2.45
H 1.95 -2.28 0.70
H 3.08 0.86 1.66
H 1.64 1.84 1.51
H 1.96 0.93 3.02
C -1.24 -1.84 3.17
C -0.60 -3.11 3.21
C -1.15 -4.36 3.45
C -2.50 -4.71 3.48
C -3.61 -3.87 3.55
C -3.66 -2.46 3.54
C -2.64 -1.57 3.19
H -0.53 -1.00 3.61
H 0.48 -3.06 2.99
H -0.42 -5.17 3.57
H -2.69 -5.77 3.53
H -4.57 -4.34 3.70
H -4.63 -2.00 3.78
H -2.93 -0.50 2.99

As for the frontier orbital gap: 6.71 eV. The total charge is +1.